# 1
A 2-piece molecular cluster, C4H5N3O overall in a non-equilibrium geometry. Source: the OMol25 dataset; level of theory: the ωB97M-V functional and the def2-TZVPD basis.

Orbital gap ... 10.527 eV
Energy above the lowest of the compared OMol25 structures with the same formula, charge and spin ... 515.4 kJ/mol

The geometry in ORCA input format:
```
! wB97M-V def2-TZVPD RIJCOSX def2/J DEFGRID3
* xyz 0 1
C -1.650 0.861 -0.320
C -1.932 -1.127 0.284
C 1.965 0.568 0.175
C 1.623 -0.880 0.481
N -2.452 0.055 0.469
N -0.698 0.168 -0.944
N -0.935 -1.117 -0.580
O 2.432 -0.648 -0.467
H -1.737 1.869 -0.430
H 1.277 1.247 -0.247
H 2.814 1.019 0.751
H -2.368 -2.085 0.670
H -0.438 -1.976 -0.709
*
```

# 2
A 8-piece molecular cluster, C10H38N2O8 overall in a non-equilibrium geometry. Source: the OMol25 dataset; level of theory: the ωB97M-V functional and the def2-TZVPD basis.

Orbital gap ... 9.342 eV
SMILES string ... COC[C@H](C)N.COC[C@H](C)N.CCO.O.O.O.O.O
Energy above the lowest of the compared OMol25 structures with the same formula, charge and spin ... 182.4 kJ/mol

The geometry in ORCA input format:
```
! wB97M-V def2-TZVPD RIJCOSX def2/J DEFGRID3
* xyz 0 1
C 18.988 6.384 -2.165
C 18.312 5.756 -3.345
O 18.446 4.345 -3.209
H 19.835 5.848 -1.736
H 18.305 6.478 -1.320
H 19.281 7.383 -2.487
H 18.767 6.081 -4.280
H 17.266 6.062 -3.345
H 17.708 4.122 -2.637
O 21.850 9.277 -11.315
H 21.332 9.151 -10.520
H 21.473 8.666 -11.947
O 17.481 5.950 -9.001
H 16.664 6.088 -9.480
H 17.475 5.018 -8.780
O 24.760 9.767 -8.166
H 25.210 8.999 -8.517
H 23.880 9.721 -8.540
O 19.769 8.945 -8.051
H 19.200 8.180 -8.134
H 19.744 9.164 -7.120
O 19.799 11.031 -5.087
H 19.307 11.771 -5.443
H 20.717 11.263 -5.229
C 23.085 5.230 -6.234
C 24.538 5.696 -6.066
C 25.341 4.694 -5.182
O 26.671 5.133 -4.848
C 26.784 5.714 -3.556
N 25.068 5.769 -7.406
H 22.513 5.885 -6.891
H 22.691 5.176 -5.219
H 23.173 4.226 -6.650
H 24.651 6.704 -5.666
H 25.360 3.695 -5.618
H 24.820 4.490 -4.246
H 26.376 4.999 -2.841
H 26.196 6.629 -3.502
H 27.826 5.795 -3.244
H 25.004 4.832 -7.780
H 26.061 5.819 -7.229
C 18.409 15.904 -13.090
C 17.057 15.256 -13.387
C 16.875 13.777 -12.804
O 16.933 13.808 -11.377
C 17.073 12.501 -10.693
N 15.968 16.078 -12.893
H 18.750 15.939 -12.055
H 18.484 16.869 -13.592
H 19.179 15.204 -13.414
H 16.944 15.190 -14.469
H 17.694 13.152 -13.161
H 15.980 13.209 -13.056
H 18.060 12.085 -10.895
H 16.306 11.795 -11.011
H 16.988 12.541 -9.607
H 15.103 15.563 -12.967
H 16.067 16.140 -11.890
*
```

Number 1: LUMO energy 0.833 eV, E -394.7713 hartree, HOMO level -9.69 eV. Number 2: LUMO energy 0.195 eV, E -1115.1194 hartree, HOMO level -9.15 eV.